[1]
A cluster of 2 separate species, C4H11NO3 in total in a non-equilibrium geometry, computed with ωB97M-V/def2-TZVPD.

The geometry in XYZ format:
```
19
Properties=species:S:1:pos:R:3:nbo_charge:R:1
O -1.490 -2.684 0.240 -0.618
O -2.529 1.654 -0.303 -0.958
O 0.705 -2.995 0.160 -0.689
N -0.233 -1.068 -0.740 -0.654
C -0.408 -2.258 -0.078 0.879
C 0.347 1.532 0.777 -0.626
C 1.052 -0.372 -0.723 -0.223
C 1.337 0.399 0.546 -0.421
H -2.804 2.476 0.124 0.484
H 1.856 -1.014 -1.081 0.188
H 1.047 0.358 -1.535 0.206
H 2.330 0.859 0.428 0.201
H -1.039 -0.461 -0.712 0.412
H 0.429 2.302 0.009 0.199
H -3.296 1.097 -0.454 0.483
H 0.466 1.987 1.754 0.213
H 1.396 -2.799 -0.483 0.480
H -0.677 1.175 0.627 0.230
H 1.513 -0.186 1.445 0.212
```

## Properties
LUMO   0.020 Eh
E_HOMO   -9.81 eV
Energy above the lowest of the compared OMol25 structures with the same formula, charge and spin   16.1 kcal per mole
E   -439.50034 hartree

[2]
A cluster of 2 separate species, C4H11NO3P in total, computed with ωB97M-V/def2-TZVPD.

The geometry in XYZ format:
```
20
Properties=species:S:1:pos:R:3:nbo_charge:R:1
P 1.718 0.802 -1.260 0.710
O -1.463 0.647 -1.447 -0.514
O -0.123 -2.460 1.104 -0.995
O -2.747 2.465 -1.414 -0.606
N 1.399 2.534 -1.251 -1.134
C 0.509 0.116 -0.040 -0.787
C -2.106 1.627 -0.840 0.652
C 0.709 -2.767 2.118 -0.190
C -0.838 -0.337 -0.560 -0.082
H 0.399 0.850 0.765 0.204
H -1.501 -0.573 0.267 0.220
H 1.088 -3.822 2.121 0.083
H -0.727 -1.245 -1.138 0.222
H 0.983 0.537 -2.440 -0.066
H 1.322 2.835 -0.285 0.361
H 1.656 -2.152 2.161 0.062
H 0.929 -0.787 0.417 0.324
H -1.987 1.622 0.258 0.091
H 0.505 2.752 -1.680 0.368
H 0.273 -2.641 3.146 0.077
```

## Properties
Net charge   -1
LUMO   0.127 Eh
E_HOMO   -2.92 eV
Energy above the lowest of the compared OMol25 structures with the same formula, charge and spin   73.5 kcal per mole
E   -780.82000 hartree

[3]
A cluster of 2 separate species, C4H11NO4S in total in a non-equilibrium geometry, computed with ωB97M-V/def2-TZVPD.

The geometry in XYZ format:
```
21
Properties=species:S:1:pos:R:3:nbo_charge:R:1
S 1.980 0.237 0.892 2.609
O 2.328 0.875 -0.317 -1.005
O 3.281 0.311 1.876 -0.895
O 0.970 0.956 1.656 -1.032
O 1.636 -1.122 0.898 -1.004
N -0.630 0.726 -0.049 -0.484
C -1.084 -0.461 -0.214 0.469
C -1.207 -1.349 0.966 -0.693
C -0.480 1.796 -1.030 -0.457
C -1.394 -1.115 -1.521 -0.696
H 0.521 1.494 -1.547 0.270
H -0.498 2.700 -0.369 0.232
H -0.196 1.149 0.923 0.494
H -1.297 1.785 -1.835 0.206
H -0.824 -2.292 0.640 0.242
H -2.091 -1.600 1.457 0.246
H -0.632 -0.854 1.779 0.268
H -0.612 -1.819 -1.891 0.271
H -1.408 -0.268 -2.197 0.223
H -2.390 -1.665 -1.437 0.248
H 4.026 0.515 1.321 0.491
```

## Properties
LUMO   0.015 Eh
E_HOMO   -9.77 eV
Energy above the lowest of the compared OMol25 structures with the same formula, charge and spin   14.7 kcal per mole
E   -912.86302 hartree

[4]
A cluster of 2 separate species, C4H11NO6P2 in total in a non-equilibrium geometry, computed with ωB97M-V/def2-TZVPD.

The geometry in XYZ format:
```
24
Properties=species:S:1:pos:R:3:lowdin_spin:R:1
P 1.028 -1.793 -1.035 0.327
P 0.622 1.558 -0.333 0.051
O 1.547 1.396 0.816 -0.005
O 0.587 -3.169 -1.295 0.107
O -1.320 0.414 -1.816 0.186
O -0.177 3.020 -0.080 0.034
O 1.193 1.555 -1.793 0.003
O 1.309 -1.064 -2.575 0.076
N -0.199 -0.765 1.940 0.016
C -1.908 0.403 0.505 0.066
C 2.557 -1.782 -0.202 0.444
C -1.319 0.141 1.879 0.004
C -0.775 0.367 -0.541 0.589
H -2.527 1.438 0.427 0.029
H 1.523 -0.227 -2.100 0.004
H -2.169 -0.127 2.574 0.000
H -0.461 0.409 -2.397 0.004
H -1.037 2.689 -0.323 0.003
H -0.501 -1.603 1.508 0.003
H -1.010 1.122 2.243 0.001
H -2.714 -0.534 0.328 0.011
H 0.514 -0.427 1.385 0.001
H 2.742 -0.704 0.085 0.021
H 2.493 -2.316 0.800 0.024
```

## Properties
Net charge   -2
2S+1   3
LUMO (alpha / beta)   0.217 / 0.213 Eh
E_HOMO (alpha / beta)   1.58 / -0.15 eV
⟨S²⟩   2.013
E   -1347.90331 hartree

[5]
A structure of composition C4H11NOP in a non-equilibrium geometry, computed with ωB97M-V/def2-TZVPD.

The geometry in XYZ format:
```
18
Properties=species:S:1:pos:R:3:nbo_charge:R:1
P -2.822 -0.767 0.081 0.124
O -1.150 2.034 0.006 -0.676
N 0.198 0.183 0.546 -0.402
C -1.003 0.741 -0.326 0.195
C 1.524 0.739 0.147 -0.235
C 0.776 -1.207 0.249 -0.196
C 2.114 -0.612 -0.145 -0.464
H 2.906 -1.030 0.507 0.253
H -3.748 0.314 -0.521 0.041
H 0.146 -1.699 -0.649 0.230
H 0.053 0.236 1.503 0.415
H 0.515 -1.771 1.166 0.240
H 1.587 1.455 -0.800 0.261
H 2.398 -0.925 -1.123 0.251
H 1.823 1.405 1.022 0.250
H -2.874 -1.680 -1.129 0.038
H -1.839 2.080 0.716 0.503
H -0.604 0.505 -1.252 0.172
```

## Properties
Net charge   +1
LUMO   -0.142 Eh
E_HOMO   -13.69 eV
Energy above the lowest of the compared OMol25 structures with the same formula, charge and spin   77.2 kcal per mole
E   -629.96018 hartree

[6]
A cluster of 2 separate species, C4H11NOS in total in a non-equilibrium geometry, computed with ωB97M-V/def2-TZVPD.

The geometry in XYZ format:
```
18
Properties=species:S:1:pos:R:3:nbo_charge:R:1
S 1.353 -1.693 -0.217 0.004
O -1.389 1.999 1.007 -0.583
N -1.417 0.063 -0.379 -0.450
C 0.917 1.045 -0.268 -0.407
C -0.309 0.752 -1.079 -0.248
C 1.318 -0.180 0.596 -0.625
C -1.857 0.765 0.870 0.022
H 0.178 -4.210 -1.787 0.001
H -3.006 0.788 0.831 0.259
H 0.694 -0.184 1.441 0.208
H -0.637 1.631 -1.679 0.237
H 0.145 0.015 -1.777 0.217
H 0.677 1.962 0.211 0.253
H 1.647 1.337 -1.018 0.218
H -1.638 0.116 1.724 0.242
H -0.293 -4.291 -1.213 0.000
H 2.255 0.106 0.930 0.268
H -1.047 -0.918 -0.306 0.386
```

## Properties
LUMO   -0.151 Eh
E_HOMO   -8.09 eV
Energy above the lowest of the compared OMol25 structures with the same formula, charge and spin   183.3 kcal per mole
E   -686.91727 hartree